Computed, not measured: a structure of composition C17H18BrCsN4O5S at a distorted geometry, with the ωB97M-V functional and the def2-TZVPD basis.

Positions of all 47 atoms, in Å:
Cs1 0.208 -0.084 -0.456
N1 3.616 -2.496 2.129
C1 3.155 -1.174 1.931
S1 2.500 -0.361 3.314
N2 3.290 -0.769 0.705
N3 2.719 0.460 0.359
C2 3.415 1.511 0.479
C3 2.968 2.846 0.026
C4 3.921 3.859 0.091
C5 3.678 5.166 -0.309
C6 2.401 5.458 -0.794
C7 1.423 4.489 -0.867
C8 1.638 3.136 -0.460
O1 0.714 2.258 -0.517
H1 3.937 -2.621 3.076
H2 4.291 -2.751 1.420
H3 4.413 1.459 0.929
H4 4.901 3.591 0.480
H5 4.449 5.923 -0.243
H6 2.168 6.471 -1.116
H7 0.431 4.728 -1.234
C9 2.244 -3.509 -2.444
C10 1.170 -2.619 -3.061
C11 1.044 -2.825 -4.560
O2 1.552 -1.248 -2.900
C12 -0.202 -2.947 -2.389
O3 -0.642 -4.091 -2.591
O4 -0.698 -2.023 -1.688
H8 3.201 -3.333 -2.944
H9 1.958 -4.557 -2.531
H10 2.370 -3.265 -1.386
H11 2.011 -2.661 -5.045
H12 0.326 -2.110 -4.966
H13 0.691 -3.834 -4.764
H14 1.609 -1.061 -1.954
O5 -7.090 -1.211 -0.063
C13 -5.793 -0.816 0.114
C14 -4.745 -1.336 -0.629
C15 -3.468 -0.872 -0.373
N4 -3.197 0.053 0.561
C16 -4.215 0.518 1.239
Br1 -3.832 1.830 2.570
C17 -5.542 0.142 1.079
H15 -7.113 -1.888 -0.749
H16 -4.895 -2.094 -1.388
H17 -2.626 -1.276 -0.932
H18 -6.337 0.564 1.674

Properties
- frontier orbital gap (eV) = 4.966
- net charge = -2
- lowest unoccupied orbital energy (eV) = 3.60
- relative energy (zero: lowest compared OMol25 entry of this formula, charge and spin) (eV) = 1.365
- multiplicity = 1
- M (g/mol) = 603.23
- calculated total energy (eV) = -115545.6620